Entry 1:
C40H22N10NiS | ωB97M-V/def2-TZVPD

Last column: Mulliken charge in e.
Positions of all 74 atoms, in Å:
C -0.284 2.824 3.657  0.188
N -2.296 -2.244 2.643  -0.129
H -1.944 6.151 4.578  0.399
N -1.727 3.029 0.446  -0.558
N -0.346 1.540 1.728  0.304
H 0.225 2.110 -2.561  0.462
C -1.848 2.210 -0.570  0.007
C 1.344 -2.147 1.669  -0.829
C 0.321 -2.716 -0.306  -0.278
C -3.018 3.829 -2.240  -0.273
H -2.964 4.709 -1.613  0.560
H 2.657 -0.557 5.582  0.566
H 1.073 -5.488 -0.882  0.567
H 0.550 2.816 5.644  0.564
N 1.936 0.733 -0.937  -0.198
C -3.647 2.713 -4.303  -0.775
Ni -0.351 -0.007 0.605  -1.105
N -1.491 0.899 -0.633  0.639
C -0.676 4.546 5.232  -0.662
C -0.017 -3.684 -1.332  0.194
H 2.918 -4.477 2.481  0.567
H -3.993 4.790 -3.883  0.417
H 3.753 -0.556 -4.863  0.404
N -0.318 -1.526 -0.556  0.852
C -3.587 3.862 -3.502  -0.679
H 2.074 0.693 -6.167  0.382
C 2.941 0.035 -0.545  -0.130
C -1.056 -5.001 -3.513  -0.722
H 0.127 -6.671 -2.857  0.417
N 0.923 0.728 3.600  -0.528
C 2.038 0.714 -5.085  -0.546
C -1.908 0.419 -1.844  -0.423
N 0.821 -0.892 1.820  0.891
H 0.328 2.021 -5.037  0.425
C -2.366 -1.262 2.024  -0.226
C 2.902 0.053 -2.971  0.913
C -1.075 3.488 2.732  0.094
C -3.136 1.503 -3.866  -0.126
C -1.059 -1.696 -1.677  -0.050
C 3.432 -2.542 5.254  -0.693
C -1.481 5.214 4.298  -0.695
C 1.898 0.782 -2.323  -0.545
C -0.155 -5.646 -2.650  -0.651
C -1.092 2.655 1.539  -0.008
C 3.506 -3.644 4.382  -0.659
C 1.243 -0.418 3.024  -0.286
C 2.874 -3.632 3.155  -0.426
C 1.043 1.466 -4.444  -0.623
H -2.136 -3.184 -3.951  0.570
H -2.316 5.195 2.304  0.560
C 2.728 -1.405 4.914  -0.294
H -2.116 -3.081 3.155  0.289
H 4.065 -4.519 4.688  0.417
N -1.778 -0.790 -2.318  -0.504
H 3.167 -0.144 0.498  0.472
H -1.445 -5.542 -4.365  0.404
C -1.693 4.695 3.033  -0.161
C -2.510 2.613 -1.808  0.246
C 2.097 -1.390 3.672  0.450
C 2.978 0.010 -4.363  -0.487
S 3.932 -0.672 -1.783  -0.261
N 1.118 -3.000 0.691  -0.351
C 0.969 1.511 -3.069  -0.241
C -0.902 -3.044 -2.190  0.236
C -0.067 3.342 4.927  -0.164
H -3.172 0.611 -4.476  0.593
H -0.535 4.985 6.211  0.398
H -4.103 2.780 -5.283  0.415
C 0.154 1.598 3.007  -0.281
C -1.442 -3.692 -3.296  -0.204
C -2.563 1.479 -2.602  0.432
C 0.377 -5.000 -1.550  -0.333
H 3.935 -2.596 6.211  0.401
C 2.167 -2.481 2.811  0.411

## Properties
orbital gap (alpha / beta)	0.1811 / 0.1820	Ha
lowest unoccupied orbital energy (alpha / beta)	-1.3315 / -1.3255	eV
molar mass	733.4	g mol⁻¹
energy above the lowest of the compared OMol25 structures with the same formula, charge and spin	0.000	eV
total charge	0



Entry 2:
C40H24BrCl7N6O4Ti | ωB97M-V/def2-TZVPD

Last column: Mulliken charge in e.
Positions of all 83 atoms, in Å:
C -1.424 2.752 4.920  -0.626
Cl -6.491 1.381 0.613  -0.248
H -2.264 3.415 5.091  0.411
H -0.927 2.530 6.986  0.350
C 3.011 0.755 -0.066  0.357
N 0.165 -0.607 0.365  2.023
C -0.220 2.190 -3.322  -0.117
C -2.645 2.037 -0.444  -1.616
C -2.557 -0.553 -2.626  0.361
H 2.109 -6.483 -1.295  0.310
N 0.122 -0.303 1.793  -0.659
H 3.360 -4.857 3.178  0.331
C 0.241 3.939 -4.907  0.111
C 0.705 1.071 4.412  -0.751
C -3.485 -1.405 -3.201  -0.654
N 1.204 1.681 -1.493  0.785
C 2.418 -4.373 1.334  -0.118
C -0.039 1.553 3.340  -0.461
H -1.484 2.673 -4.980  0.630
C 0.351 1.122 1.939  1.715
H 2.258 -3.354 1.657  0.409
H 1.537 0.408 4.194  0.412
H 0.499 -2.458 1.211  0.737
N -2.048 -0.761 -1.412  1.412
H -3.516 -3.679 -0.712  0.516
C -1.121 2.412 3.596  0.487
C -2.015 0.614 -3.381  0.030
C -0.574 2.908 -4.458  -0.937
H 3.876 -7.211 2.546  0.351
H -4.558 -3.243 -2.943  0.408
H -3.869 -1.160 -4.182  0.574
O -0.373 1.785 0.952  -0.118
H 1.416 1.308 1.799  -0.641
N -0.986 1.180 -2.738  1.539
C 3.076 -5.234 2.200  -0.863
C -0.672 2.254 5.968  -0.344
O -1.883 2.937 2.618  -0.763
C 4.320 -0.123 1.731  -0.432
H -1.935 -2.019 0.201  0.467
C 3.674 0.951 1.146  -0.400
C 3.375 -6.546 1.853  -0.520
Cl -0.235 4.831 -6.323  -0.276
C 3.009 -6.973 0.573  -0.402
H 4.768 -2.227 1.510  0.473
Cl -3.723 0.067 1.070  -0.200
H 0.997 1.016 6.540  0.381
O 2.867 3.019 -0.590  -0.715
C 3.657 -1.433 -0.142  -0.469
C 0.968 2.493 -2.604  0.024
Cl -4.051 5.630 -1.628  -0.235
C 0.403 1.408 5.722  -0.749
C -3.816 1.518 0.094  1.420
Ti -0.606 0.800 -0.712  -2.388
C 2.316 1.933 -0.727  0.063
Br 0.717 -1.762 -2.538  -0.184
C 1.397 -3.979 -0.959  -1.972
H 1.321 -4.419 -1.948  0.122
C -3.979 4.022 -1.010  -0.069
C 1.396 4.247 -4.216  0.037
C 1.756 3.545 -3.074  -1.041
C 2.027 -4.781 0.032  1.219
Cl -1.321 4.270 -1.185  -0.172
C 0.878 -2.682 -0.842  1.214
H -1.482 2.618 1.768  0.234
H 4.822 -0.011 2.685  0.422
C -2.397 -1.867 -0.758  -0.431
C 2.369 -6.125 -0.303  -0.928
C -3.851 -2.543 -2.514  -0.720
C -3.283 -2.787 -1.277  -1.148
N 3.024 -0.406 -0.707  -0.267
H 3.616 -2.374 -0.685  0.636
H 3.659 1.932 1.602  0.444
H 2.645 3.838 -2.547  0.621
C 0.514 -1.954 0.258  -1.814
C -2.765 3.353 -0.898  1.209
H 3.236 -7.986 0.254  0.324
H -0.829 -0.478 2.113  0.370
Cl -6.676 4.163 -0.779  -0.234
Cl 2.435 5.544 -4.745  -0.270
C -5.062 2.134 0.000  -0.003
C -5.147 3.384 -0.602  0.460
C 4.307 -1.348 1.079  -0.602
O -2.514 0.881 -4.471  -0.837

## Properties
orbital gap	0.1704	Ha
lowest unoccupied orbital energy	3.8069	eV
molar mass	1028.6	g mol⁻¹
energy above the lowest of the compared OMol25 structures with the same formula, charge and spin	0.512	eV
total charge	-2



Entry 3:
C40H24Cl3N8O3Ta | ωB97M-V/def2-TZVPD

Last column: Mulliken charge in e.
Positions of all 79 atoms, in Å:
O 3.518 -2.915 -0.044  -0.510
Cl 1.640 -4.084 5.916  -0.154
H 1.528 3.304 4.322  0.623
C 1.616 -3.489 4.308  0.078
C 1.592 -2.115 4.109  -1.201
H -1.310 1.244 -2.897  0.566
H -0.752 5.011 1.085  0.550
H -3.720 2.731 1.651  0.470
H -0.857 2.740 0.081  0.513
C -2.668 -3.043 1.364  0.001
C -3.386 -2.484 2.417  -0.217
C 2.569 -2.313 -0.454  -0.197
N 1.414 -0.263 2.424  0.598
H 1.599 -1.453 4.960  0.637
N -2.948 1.378 0.332  0.083
C 1.615 -4.368 3.222  -0.130
H -6.479 -0.243 0.275  0.517
N -0.834 0.346 -1.137  0.884
C 0.395 4.344 2.785  -0.445
C -5.237 1.307 1.060  -0.996
C -3.939 1.858 1.044  -0.092
O 1.994 0.747 4.424  -0.616
H -5.617 -1.958 -1.355  0.501
C -0.320 2.924 0.999  -0.089
Ta 0.609 -0.124 0.556  0.283
C -4.643 -1.485 -1.320  -0.976
C 0.995 3.244 3.384  -0.714
C -2.978 -1.263 2.928  -1.315
C -0.526 1.087 -2.155  -0.129
N -3.319 -5.293 0.278  -0.467
H 4.061 -2.213 -4.821  0.508
C -5.494 0.207 0.295  -0.751
H 4.085 3.268 -3.572  0.498
H -1.510 -1.760 -2.567  0.466
C 1.880 1.547 -1.691  0.004
C 3.264 -2.022 -4.115  -0.406
C 1.603 -3.870 1.928  -0.477
C 0.806 2.457 -3.653  -1.361
H -0.971 -2.786 0.062  0.627
H -1.555 0.330 2.724  0.535
H -3.496 -0.802 3.756  0.558
C -4.460 -0.350 -0.495  0.971
C 2.012 3.011 -4.039  -0.036
C 0.728 1.713 -2.470  1.289
C 2.389 -2.007 -1.904  0.662
H -6.008 1.766 1.663  0.456
N -1.199 -1.171 1.337  0.624
H 4.371 -2.657 -2.367  0.548
C -3.199 0.287 -0.443  0.144
C 3.149 2.830 -3.253  -0.629
C 0.909 2.027 2.745  0.641
C -2.342 -1.345 -2.012  -0.344
C 3.085 2.098 -2.077  -0.794
C -1.566 -2.369 0.865  -0.002
C 1.047 -1.311 -3.599  0.179
Cl 2.115 3.917 -5.495  -0.155
H -0.071 2.591 -4.273  0.552
C -3.040 -4.292 0.765  -0.499
O 1.773 0.826 -0.556  0.313
H 3.962 1.950 -1.461  0.616
Cl 1.631 -6.067 3.454  -0.154
C -3.608 -1.969 -2.066  -1.201
C -2.141 -0.246 -1.220  -0.900
H 0.446 5.318 3.253  0.474
N 1.209 -1.532 -2.297  0.244
H -3.744 -2.836 -2.697  0.482
C -1.890 -0.632 2.363  -0.259
H 1.621 -4.558 1.094  0.600
C 1.520 0.778 3.320  0.187
C -0.271 4.178 1.578  -1.193
C 1.586 -1.624 2.812  1.079
H 1.842 -1.351 -5.590  0.474
H -4.242 -3.004 2.826  0.629
C 3.446 -2.266 -2.764  -0.967
N 0.259 1.859 1.577  0.332
N 1.519 -1.885 0.434  0.472
C 2.037 -1.541 -4.544  -1.108
H 0.078 -0.938 -3.914  0.301
C 1.594 -2.502 1.727  -0.283

## Properties
orbital gap	0.2238	Ha
lowest unoccupied orbital energy	-7.1572	eV
molar mass	952.0	g mol⁻¹
energy above the lowest of the compared OMol25 structures with the same formula, charge and spin	1.131	eV
total charge	+2



Entry 4:
C40H27F6N10OSV | ωB97M-V/def2-TZVPD

Last column: Löwdin spin population.
Positions of all 86 atoms, in Å:
C -1.521 3.184 0.597  0.001
F 1.149 -2.718 -6.321  -0.001
C -1.708 5.364 2.994  0.000
C 1.277 -2.973 -3.704  -0.001
C -0.985 -2.123 4.618  -0.002
N 3.164 -3.630 -0.176  -0.002
C -0.197 2.959 0.275  -0.001
C 0.363 -0.808 -7.368  0.005
N -3.786 4.469 2.122  0.000
C -0.753 -2.091 3.246  0.000
F -0.819 2.317 -5.884  0.001
F 0.553 -1.390 -8.521  0.002
C -1.795 -4.768 0.149  0.000
H 0.441 3.778 -0.025  0.000
C -4.427 3.420 1.534  0.000
N 0.628 -0.925 -1.332  -0.002
H -0.722 -1.173 6.529  0.000
C -0.478 1.235 -8.477  0.013
C 3.373 -2.366 0.126  -0.002
C -0.342 1.105 -6.013  0.003
F -1.656 -3.140 5.148  -0.001
O -5.566 3.428 1.153  0.000
H -3.456 2.700 4.137  0.000
C -0.571 4.347 4.874  0.000
C 0.552 4.356 5.873  0.000
C 0.158 -0.071 4.902  -0.002
H -4.260 1.442 1.187  0.000
F 0.591 0.897 5.693  -0.001
H 0.098 6.112 3.851  0.000
C 0.654 -1.137 -2.470  0.006
C -2.708 4.398 3.059  0.000
H 5.414 -3.959 -2.679  0.000
C -2.243 -5.070 1.434  0.000
N -0.159 0.333 -10.870  0.010
H -1.564 2.642 5.707  0.000
H 1.524 4.365 5.377  0.000
C 0.485 -0.921 -4.942  0.000
N 4.337 -1.671 -0.435  -0.003
C -0.535 -1.126 5.464  0.004
C 0.793 -1.627 -3.779  -0.005
C -1.582 3.392 4.924  0.000
C 0.408 0.023 3.537  0.002
H 6.185 -2.592 -0.785  0.000
N -1.395 3.644 -8.500  0.009
C -1.046 -3.634 -0.023  0.003
C 4.665 -3.429 -2.093  0.000
S 2.446 -1.589 1.435  -0.046
H 0.500 5.249 6.497  0.000
H 4.467 -0.718 -0.130  0.000
H 2.500 -4.140 0.386  0.000
C 0.314 1.677 0.313  0.000
C 5.319 -2.269 -1.363  0.000
F -0.205 0.961 -3.697  -0.001
H -1.938 4.178 0.532  0.000
N -0.741 -2.819 1.017  -0.008
C -2.651 3.418 4.038  0.000
C 4.027 -4.390 -1.108  0.000
C -1.935 -4.241 2.501  0.000
C -0.029 0.407 -4.901  -0.002
N -3.653 2.234 1.345  -0.001
H 3.910 -3.058 -2.789  0.000
C -2.338 2.111 0.992  -0.001
H -1.766 6.148 2.248  0.000
N -0.465 0.649 0.685  -0.020
H 3.398 -5.114 -1.620  0.000
C -0.312 0.706 -9.793  0.001
H 4.778 -4.921 -0.521  0.000
C -0.659 5.338 3.897  0.000
C -1.001 2.565 -8.466  0.001
C -1.173 -3.102 2.280  0.002
N 1.659 -4.024 -3.437  -0.004
H -2.282 -4.470 3.496  0.000
C 0.666 -1.488 -6.237  -0.002
V 0.353 -1.198 0.749  1.094
H -2.838 -5.958 1.604  0.000
H -0.663 -3.349 -0.996  0.000
C -1.746 0.850 1.031  -0.001
H -4.360 5.302 2.147  0.000
H 1.338 1.457 0.040  0.000
H 0.509 3.489 6.529  0.000
C -0.038 -0.999 2.719  -0.037
H -2.304 -0.010 1.382  0.000
H 5.639 -1.489 -2.049  0.000
H -2.025 -5.401 -0.696  0.000
C -0.166 0.542 -7.338  -0.005
H 0.926 0.900 3.167  -0.001

## Properties
orbital gap (alpha / beta)	0.1464 / 0.1569	Ha
2S+1	2
lowest unoccupied orbital energy (alpha / beta)	-10.6877 / -10.4029	eV
molar mass	860.7	g mol⁻¹
energy above the lowest of the compared OMol25 structures with the same formula, charge and spin	0.000	eV
total charge	+3



Entry 5:
C40H29BrN4O3PPbS | ωB97M-V/def2-TZVPD

Last column: Mulliken charge in e.
Positions of all 80 atoms, in Å:
Pb -0.531 0.601 -1.315  1.156
C -4.601 4.133 -0.010  -0.768
C 1.192 -2.132 1.558  0.365
C -0.131 1.452 2.726  -0.474
N -2.420 0.018 2.874  -0.506
H -0.745 -3.802 4.474  0.449
H 0.781 2.032 2.618  0.510
C 1.993 -4.432 -2.623  -0.507
H 4.904 0.856 3.463  0.396
C -1.547 0.412 -4.519  0.221
H -3.687 2.977 -3.623  0.539
C -0.045 4.824 1.338  -0.582
C -2.893 2.246 -3.428  -0.374
C 5.979 -0.262 0.461  -0.679
C -3.458 0.468 -6.605  -0.095
H -1.699 5.671 2.391  0.389
C 3.833 -4.820 -1.143  -0.684
C 3.080 -5.200 -2.246  -0.598
C 3.499 -3.666 -0.453  -0.284
C 4.803 -0.847 0.011  -0.462
C -2.649 1.325 -4.499  0.514
H -1.976 -2.717 2.610  0.409
H 2.959 -2.779 2.604  0.352
H 1.366 3.813 0.040  0.422
H -2.364 -1.197 -7.432  0.400
C 0.320 4.033 0.228  -0.450
H 4.677 -5.417 -0.819  0.413
C -4.140 3.332 -1.074  -0.079
N -0.539 3.525 -0.613  -0.377
C -0.537 0.984 3.959  -0.987
H 6.860 -0.284 -0.168  0.389
O -0.614 0.407 -3.653  -0.711
C 0.352 -2.570 -2.363  0.016
H 6.946 0.804 2.057  0.368
O -0.125 -2.874 -3.452  -0.766
H -4.072 5.319 1.686  0.380
C -1.369 5.072 1.551  -0.732
C 2.416 -2.871 -0.838  0.373
C -2.333 4.530 0.672  1.481
C -3.570 1.348 -5.569  -0.803
C 3.710 -0.207 2.039  -0.842
H -4.380 2.068 -5.549  0.396
C -0.200 -2.139 1.573  -0.305
N -0.810 1.220 1.611  0.425
C -1.922 0.466 1.704  0.062
C -1.501 -0.511 -5.612  -0.526
C 1.877 -2.758 2.600  0.046
C -0.894 -2.738 2.616  -0.624
H -4.856 2.805 -1.691  0.574
H -0.750 -1.693 0.752  0.457
C 3.649 -0.846 0.796  0.189
C 1.636 -3.283 -1.922  -0.152
C 6.028 0.350 1.705  -0.484
H -2.098 0.346 6.098  0.409
H 4.785 -1.313 -0.967  0.479
C 4.884 0.377 2.492  -0.690
C -2.421 -0.483 -6.620  -0.422
H 0.719 5.216 1.995  0.403
H 1.734 -3.829 4.449  0.407
H -3.323 -0.537 5.146  0.353
H -1.742 -1.262 5.461  0.195
C -0.204 -3.338 3.658  -0.619
C 1.185 -3.351 3.645  -0.738
H 1.372 -4.702 -3.467  0.508
C -3.723 4.723 0.851  -0.985
O -0.130 -1.772 -1.488  -0.359
H 3.334 -6.096 -2.799  0.376
S -2.786 0.081 0.251  -0.448
Br -4.715 0.505 -8.036  -0.270
C -2.799 3.145 -1.300  -0.197
H -0.714 -1.254 -5.579  0.397
H 4.098 -3.377 0.401  0.324
N -2.302 2.281 -2.285  0.055
C -2.262 -0.324 5.253  -1.370
C -1.730 0.260 3.978  1.071
H 2.826 -0.172 2.662  0.485
H 0.031 1.174 4.859  0.390
H -5.667 4.246 0.138  0.373
C -1.862 3.748 -0.406  0.038
P 2.009 -1.336 0.112  0.998

## Properties
orbital gap	0.2570	Ha
lowest unoccupied orbital energy	2.0656	eV
molar mass	963.8	g mol⁻¹
energy above the lowest of the compared OMol25 structures with the same formula, charge and spin	0.264	eV
total charge	-1



Q: Number 3 is which compound?
A: C40H24Cl3N8O3Ta



Q: Which of these has the highest total charge?
A: C40H27F6N10OSV